# 1
{"formula": "C2H3MgO2", "method": "ωB97M-V/def2-TZVPD", "e_lumo_ev": [-7.6, -7.9], "homo_ev": [-12.03, -12.57], "gap_ha": [0.162, 0.173], "de_lowest_ev": 4.3882, "e_tot_ev": -11648.6094, "charge": 1, "species": ["C", "O", "H", "H", "C", "O", "Mg", "H"], "xyz": [[1.7832, 1.0324, 0.2476], [2.5384, 1.2805, -0.5953], [0.7555, -0.3412, 0.4578], [0.0032, 0.8681, 0.4235], [-0.7381, -0.4009, 0.3350], [-1.8479, -0.3142, -0.3937], [-1.5470, -1.4697, -1.8706], [-0.9474, -0.6551, 1.3958]], "lowdin_charge": [-0.002, 0.105, 0.113, 0.080, -0.380, -0.358, 1.372, 0.069]}

***

# 2
{"formula": "C2H3N", "method": "ωB97M-V/def2-TZVPD", "e_lumo_ev": 0.7, "homo_ev": -11.66, "gap_ha": 0.456, "de_lowest_ev": 0.4309, "smiles": "CC#N", "e_tot_ev": -3611.9269, "species": ["C", "C", "N", "H", "H", "H"], "xyz": [[0.5578, -0.7923, -0.2852], [-0.2401, 0.3381, 0.0995], [1.2012, -1.6703, -0.6464], [-0.2853, 1.1572, -0.7468], [0.0354, 0.8884, 1.0726], [-1.2690, 0.0789, 0.5063]], "lowdin_charge": [-0.316, -0.121, 0.130, 0.119, 0.098, 0.091]}

***

# 3
{"formula": "C2H3N", "method": "ωB97M-V/def2-TZVPD", "e_lumo_ev": -0.9, "homo_ev": -9.83, "gap_ha": 0.329, "de_lowest_ev": 5.5010, "e_tot_ev": -3606.8567, "species": ["C", "C", "N", "H", "H", "H"], "xyz": [[-0.2411, 0.6559, 0.0647], [0.2749, -0.7514, -0.0027], [-1.1889, -0.1215, -0.0456], [-0.1489, 2.4822, -0.2365], [0.7993, -1.2231, -0.8315], [0.5047, -1.0421, 1.0516]], "lowdin_charge": [-0.290, -0.120, 0.052, 0.210, 0.073, 0.076]}

***

# 4
{"formula": "C2H3N2O", "method": "ωB97M-V/def2-TZVPD", "e_lumo_ev": -7.5, "homo_ev": -17.26, "gap_ha": 0.358, "de_lowest_ev": 3.6953, "e_tot_ev": -7138.6870, "charge": 1, "species": ["C", "C", "N", "N", "O", "H", "H", "H"], "xyz": [[-0.7145, -0.7281, 0.1086], [1.0083, 0.0720, -0.0679], [-1.4586, 1.6115, -0.0385], [-1.4535, 0.5055, 0.1278], [-1.1130, -1.7921, -0.0516], [1.3505, 0.3660, -1.0890], [1.6295, -0.8216, 0.2668], [0.7514, 0.7866, 0.7437]], "lowdin_charge": [-0.273, 0.139, 0.425, 0.156, 0.287, 0.101, 0.101, 0.064]}

***

# 5
{"formula": "C2H3N2O", "method": "ωB97M-V/def2-TZVPD", "e_lumo_ev": [-7.6, -8.6], "homo_ev": [-17.53, -16.33], "gap_ha": [0.364, 0.284], "de_lowest_ev": 6.8512, "smiles": "C1#[N+]ONC1", "e_tot_ev": -7135.5312, "charge": 1, "species": ["C", "C", "N", "N", "O", "H", "H", "H"], "xyz": [[-1.3119, 1.5190, 0.0260], [-0.3963, 0.4037, 0.2639], [-1.4815, 1.8459, -1.1511], [-0.0008, 0.1150, -1.0846], [-0.5672, 0.8791, -1.9588], [0.4658, 0.6080, 0.9200], [-0.9082, -0.4447, 0.7587], [0.7281, -0.5211, -1.4188]], "lowdin_charge": [0.114, -0.076, 0.228, 0.093, 0.087, 0.167, 0.169, 0.218]}

***

# 6
{"formula": "C2H3N2O2", "method": "ωB97M-V/def2-TZVPD", "e_lumo_ev": [4.4, 4.4], "homo_ev": [-2.89, -2.89], "gap_ha": [0.268, 0.268], "de_lowest_ev": 4.6184, "smiles": "O=NC/C=N\\[O-]", "e_tot_ev": -9193.0855, "charge": -1, "species": ["C", "C", "N", "N", "O", "O", "H", "H", "H"], "xyz": [[-0.2982, 1.1580, 0.2049], [-0.4408, -0.4363, 0.1021], [-1.2895, 1.8790, 0.0234], [-1.7703, -0.7636, -0.4176], [-2.4651, -1.4947, 0.3514], [-2.5122, 1.0143, -0.1315], [0.6869, 1.6420, 0.4515], [0.3913, -0.6239, -0.5568], [-0.1617, -0.7717, 1.1875]], "lowdin_charge": [-0.267, -0.212, -0.057, -0.190, -0.231, -0.308, 0.083, 0.065, 0.116]}

***

# 7
{"formula": "C2H3N2O2", "method": "ωB97M-V/def2-TZVPD", "e_lumo_ev": [3.7, 3.4], "homo_ev": [-3.41, -3.00], "gap_ha": [0.260, 0.235], "de_lowest_ev": 5.5309, "e_tot_ev": -9192.1730, "charge": -1, "species": ["C", "C", "N", "N", "O", "O", "H", "H", "H"], "xyz": [[0.3931, 0.9496, -1.5770], [-0.1545, 0.4576, -0.4489], [-0.5439, 0.9989, 0.6315], [-0.5959, -1.1155, 1.7863], [-0.7233, -1.1049, 3.0247], [0.1840, -1.7779, 1.0774], [0.7606, 0.2489, -2.3925], [0.4943, 1.9645, -1.7483], [0.1856, -0.6213, -0.3532]], "lowdin_charge": [-0.082, -0.521, 0.135, -0.349, -0.134, -0.158, 0.041, -0.017, 0.085]}

***

# 8
{"formula": "C2H3N2O2", "method": "ωB97M-V/def2-TZVPD", "e_lumo_ev": 4.2, "homo_ev": -1.70, "gap_ha": 0.219, "de_lowest_ev": 0.7973, "e_tot_ev": -9196.9066, "charge": -1, "species": ["C", "C", "N", "N", "O", "O", "H", "H", "H"], "xyz": [[3.1726, 2.1659, 1.7954], [0.0101, -0.0371, -0.0867], [1.1910, 1.5380, 1.2001], [1.1678, 0.5623, 0.4677], [3.3467, 1.6361, 2.8586], [3.5059, 2.9190, 0.9391], [-0.9554, 0.5872, 0.2036], [-0.2513, -1.0691, 0.2526], [-0.0184, -0.1279, -1.1421]], "lowdin_charge": [-0.589, -0.275, -0.024, -0.279, 0.009, 0.024, 0.064, 0.051, 0.019]}

***

# 9
{"formula": "C2H3N2O2", "method": "ωB97M-V/def2-TZVPD", "e_lumo_ev": [3.9, 3.9], "homo_ev": [-2.55, -2.55], "gap_ha": [0.238, 0.238], "de_lowest_ev": 3.7786, "e_tot_ev": -9193.9252, "charge": -1, "species": ["C", "C", "N", "N", "O", "O", "H", "H", "H"], "xyz": [[-0.2041, -0.7047, -2.0819], [-0.4219, 0.2454, 1.6775], [-0.8891, -0.7668, -3.0269], [0.4606, -0.6961, -1.0381], [1.1246, 0.5498, -0.7037], [-0.7896, -0.5210, 0.7387], [-0.7298, 1.4202, 1.5576], [1.0971, 0.4652, 0.3295], [0.3522, 0.0081, 2.5472]], "lowdin_charge": [-0.569, -0.219, 0.008, -0.127, -0.181, -0.144, 0.099, 0.051, 0.083]}

***

# 10
{"formula": "C2H3N2O2", "method": "ωB97M-V/def2-TZVPD", "e_lumo_ev": [4.3, 4.2], "homo_ev": [-1.71, -4.62], "gap_ha": [0.219, 0.324], "de_lowest_ev": 1.5027, "multiplicity": 3, "e_tot_ev": -9194.0607, "charge": -1, "species": ["C", "C", "N", "N", "O", "O", "H", "H", "H"], "xyz": [[0.7744, 0.0664, 0.0848], [-0.1857, -0.8676, -0.4967], [1.0638, -0.0759, 1.3479], [-2.1995, 1.1226, 0.3296], [-1.5079, 0.7772, -0.5974], [-0.8061, -1.9131, -0.0820], [1.2592, 0.7773, -0.5051], [-0.2279, -0.6508, -1.6555], [1.8298, 0.7640, 1.5744]], "lowdin_charge": [-0.316, -0.407, 0.036, -0.103, -0.336, -0.117, 0.065, 0.106, 0.073]}

***

# 11
{"formula": "C2H3N2O2", "method": "ωB97M-V/def2-TZVPD", "e_lumo_ev": -7.0, "homo_ev": -14.91, "gap_ha": 0.290, "de_lowest_ev": 7.1532, "e_tot_ev": -9183.1711, "charge": 1, "species": ["C", "C", "N", "N", "O", "O", "H", "H", "H"], "xyz": [[-0.3442, -1.4271, 0.0653], [0.3801, 0.6574, 0.9456], [-0.3597, -2.3596, -0.6076], [0.2274, -0.6429, 1.0289], [0.6363, 1.6957, 1.2616], [-0.6188, -3.2115, -1.3772], [0.2860, 0.9260, -1.4067], [0.2732, 0.7109, -0.6581], [0.8093, -1.2512, 1.7474]], "lowdin_charge": [-0.037, -0.195, -0.055, 0.158, 0.390, 0.163, 0.223, 0.072, 0.282]}

***

# 12
{"formula": "C2H3N2O2", "method": "ωB97M-V/def2-TZVPD", "e_lumo_ev": [-7.4, -7.4], "homo_ev": [-15.97, -15.97], "gap_ha": [0.313, 0.313], "de_lowest_ev": 6.1319, "e_tot_ev": -9184.1923, "charge": 1, "species": ["C", "C", "N", "N", "O", "O", "H", "H", "H"], "xyz": [[-1.8315, 0.0502, 0.3035], [-0.6942, 0.7123, 0.2584], [0.2450, -1.5262, -0.1345], [0.7995, -0.6041, 0.3509], [-2.8214, -0.5386, 0.3095], [1.7729, -0.1605, 0.8513], [-0.6365, 1.3262, -0.5939], [-0.3049, 0.9923, 1.2516], [0.7170, -2.3129, -0.3736]], "lowdin_charge": [-0.075, 0.065, 0.250, -0.213, 0.360, 0.220, 0.130, 0.154, 0.111]}

***

# 13
{"formula": "C2H3N2O3", "method": "ωB97M-V/def2-TZVPD", "e_lumo_ev": [3.7, 3.7], "homo_ev": [-3.08, -3.08], "gap_ha": [0.248, 0.248], "de_lowest_ev": 6.0887, "e_tot_ev": -11240.9526, "charge": -1, "species": ["C", "C", "N", "N", "O", "O", "O", "H", "H", "H"], "xyz": [[-0.4943, -0.7278, 0.5477], [1.2117, 0.5858, 0.1887], [-1.5762, 0.1927, 0.4068], [-2.2038, 0.3598, -0.7311], [-3.1169, 1.2618, -0.7059], [2.1337, 0.3794, -0.6025], [1.1000, 1.6457, 0.9578], [-0.2454, -0.6684, 1.7170], [-1.9276, 0.8175, 1.1116], [2.0144, 2.0534, 1.1446]], "lowdin_charge": [-0.094, -0.507, -0.203, -0.129, -0.208, -0.057, -0.021, -0.009, 0.104, 0.125]}

***

# 14
{"formula": "C2H3N2O5", "method": "ωB97M-V/def2-TZVPD", "e_lumo_ev": 3.9, "homo_ev": -5.40, "gap_ha": 0.342, "de_lowest_ev": 0.0000, "smiles": "CO/N=[N+](\\[O-])OC(=O)[O-]", "e_tot_ev": -15336.7644, "charge": -1, "species": ["C", "C", "N", "N", "O", "O", "O", "O", "O", "H", "H", "H"], "xyz": [[-4.2730, -0.5368, 0.2047], [-0.2324, -0.2770, -1.3966], [-1.7858, 0.0971, 0.3709], [-2.4325, 1.1598, -0.0084], [-4.4330, -0.7631, 1.3793], [-4.2574, -0.8712, -0.9232], [-3.7329, 1.1379, 0.1651], [-1.9148, 2.1046, -0.6209], [-0.4363, 0.1924, -0.0868], [0.9890, -0.3115, -1.4693], [-0.6756, 0.2153, -2.3027], [-0.6505, -1.3655, -1.4174]], "lowdin_charge": [-0.647, -0.167, 0.085, -0.402, 0.051, 0.087, -0.034, -0.017, -0.237, 0.120, 0.071, 0.090]}

***

# 15
{"formula": "C2H3N2OP", "method": "ωB97M-V/def2-TZVPD", "e_lumo_ev": 0.7, "homo_ev": -10.35, "gap_ha": 0.407, "de_lowest_ev": 2.0333, "smiles": "Pc1nnco1", "e_tot_ev": -16436.4136, "species": ["C", "C", "N", "N", "O", "P", "H", "H", "H"], "xyz": [[1.3503, 1.0291, 1.5652], [-0.1633, -0.1331, 0.4475], [0.7603, 0.3973, 2.5079], [-0.4001, -0.4645, 1.6809], [0.8647, 0.7890, 0.3295], [-1.0251, -0.5100, -1.1200], [1.9316, 1.8972, 1.6596], [-0.2917, -1.5458, -1.6501], [-0.2793, 0.4844, -1.9720]], "lowdin_charge": [-0.247, -0.688, 0.113, 0.103, -0.068, 0.856, 0.117, -0.135, -0.051]}

***

# 16
{"formula": "C2H3N2OP", "method": "ωB97M-V/def2-TZVPD", "e_lumo_ev": 0.0, "homo_ev": -7.68, "gap_ha": 0.282, "de_lowest_ev": 3.1798, "e_tot_ev": -16435.2670, "species": ["C", "C", "N", "N", "O", "P", "H", "H", "H"], "xyz": [[0.4233, 0.0964, -1.5412], [1.4201, 0.2056, -0.8721], [-1.6360, -1.9592, 0.4637], [-1.1023, -1.0630, 0.9050], [-0.5386, 1.3798, 1.1917], [-0.4948, -0.0203, 1.9876], [-0.3204, 0.1186, -2.2339], [2.2206, -0.0964, -0.2909], [0.0281, 1.3385, 0.3900]], "lowdin_charge": [0.025, 0.004, 0.138, -0.442, -0.451, 0.718, 0.011, 0.021, -0.024]}

***

# 17
{"formula": "C2H3N2OP", "method": "ωB97M-V/def2-TZVPD", "e_lumo_ev": [-0.7, -0.7], "homo_ev": [-9.71, -9.71], "gap_ha": [0.330, 0.330], "de_lowest_ev": 3.5851, "smiles": "C1=NP=NOC1", "e_tot_ev": -16434.8617, "species": ["C", "C", "N", "N", "O", "P", "H", "H", "H"], "xyz": [[0.4576, -0.8935, 0.4397], [0.7478, 0.3372, -0.3261], [-0.7965, -1.2328, 0.3016], [-1.5804, 1.0671, 0.1452], [-0.0547, 1.3443, 0.3239], [-1.9645, -0.4018, -0.3538], [1.1824, -1.2774, 1.0813], [1.6303, 0.9762, -0.1997], [0.3780, 0.0808, -1.4121]], "lowdin_charge": [-0.148, -0.261, -0.243, -0.253, -0.216, 0.769, 0.094, 0.129, 0.130]}

***

# 18
{"formula": "C2H3N2P", "method": "ωB97M-V/def2-TZVPD", "e_lumo_ev": -0.5, "homo_ev": -9.04, "gap_ha": 0.315, "de_lowest_ev": 2.2441, "e_tot_ev": -14388.2703, "species": ["C", "C", "N", "N", "P", "H", "H", "H"], "xyz": [[-0.9936, 0.3197, -0.0427], [0.1502, 1.1825, -0.0132], [-0.6811, -0.9883, -0.0379], [0.6189, -1.0965, -0.0623], [1.6272, 0.1720, -0.0319], [-2.0717, 0.6580, 0.1065], [0.2049, 2.2643, -0.1102], [1.1452, -2.5117, 0.1915]], "lowdin_charge": [-0.279, -0.371, -0.105, -0.496, 0.826, 0.113, 0.020, 0.293]}

***

# 19
{"formula": "C2H3N2PS", "method": "ωB97M-V/def2-TZVPD", "e_lumo_ev": 0.4, "homo_ev": -9.62, "gap_ha": 0.369, "de_lowest_ev": 0.3155, "e_tot_ev": -25225.4816, "species": ["C", "C", "N", "N", "P", "S", "H", "H", "H"], "xyz": [[2.0801, -0.6781, 0.8692], [0.5515, 0.4357, -0.1739], [1.1053, -0.7793, 0.0557], [1.0295, 1.4982, 0.4422], [-0.8664, 0.5658, -1.3009], [2.2761, 1.0296, 1.3420], [2.7876, -1.4777, 0.9752], [-0.7706, 1.8346, -1.2387], [-1.6730, 0.5664, -0.1886]], "lowdin_charge": [-0.409, -0.812, -0.030, -0.345, 0.869, 0.942, 0.071, -0.179, -0.106]}

***

# 20
{"formula": "C2H3N3", "method": "ωB97M-V/def2-TZVPD", "e_lumo_ev": 1.2, "homo_ev": -10.21, "gap_ha": 0.420, "de_lowest_ev": 0.8146, "smiles": "c1cn[nH]n1", "e_tot_ev": -6591.7608, "species": ["N", "N", "C", "C", "N", "H", "H", "H"], "xyz": [[-0.1421, 1.1851, 0.1667], [-0.0703, 0.3553, 1.1895], [0.1572, -0.8238, 0.6159], [0.1723, -0.6261, -0.7847], [-0.0019, 0.6647, -1.0262], [-0.4268, 2.1453, 0.2486], [0.3200, -1.6869, 1.2534], [-0.0082, -1.2135, -1.6632]], "lowdin_charge": [-0.108, 0.043, -0.147, -0.157, 0.036, 0.150, 0.094, 0.089]}